(1)
{
  "formula": "C29H26Br2NO",
  "method": "ωB97M-V/def2-TZVPD",
  "elements": ["C", "C", "N", "C", "C", "C", "C", "C", "C", "C", "C", "C", "C", "C", "C", "O", "H", "H", "H", "H", "H", "H", "H", "H", "H", "H", "H", "H", "H", "H", "H", "Br", "C", "C", "C", "C", "C", "C", "C", "C", "C", "C", "C", "Br", "C", "C", "C", "C", "H", "H", "H", "H", "H", "H", "H", "H", "H", "H", "H"],
  "coordinates": [[0.984, -0.359, -2.311], [0.847, 1.074, -1.863], [-0.422, 1.506, -1.515], [-0.724, 2.776, -1.040], [-2.119, 3.034, -0.532], [-2.776, 4.214, -0.752], [-4.186, 4.472, -0.316], [-5.012, 3.176, -0.077], [-4.205, 1.993, 0.352], [-4.858, 0.877, 0.889], [-4.122, -0.223, 1.318], [-2.716, -0.204, 1.300], [-2.063, 0.912, 0.773], [-2.795, 1.969, 0.207], [0.189, 3.775, -1.086], [1.848, 1.780, -1.783], [0.051, -0.930, -2.336], [1.500, -0.416, -3.276], [1.674, -0.831, -1.605], [-1.166, 0.838, -1.660], [-2.288, 5.041, -1.275], [-4.180, 5.039, 0.636], [-4.726, 5.102, -1.046], [-5.777, 3.383, 0.688], [-5.562, 2.927, -1.000], [-5.951, 0.896, 0.978], [-4.640, -1.118, 1.686], [-2.116, -1.021, 1.698], [-0.979, 0.990, 0.839], [-0.203, 4.777, -0.882], [1.238, 3.648, -1.330], [-0.325, -8.033, -1.366], [0.010, -6.271, -0.738], [-1.029, -5.523, -0.156], [-0.864, -4.159, 0.069], [0.370, -3.538, -0.243], [0.625, -2.152, 0.067], [1.884, -1.765, 0.534], [2.135, -0.601, 1.252], [3.455, -0.107, 1.426], [3.685, 1.021, 2.255], [4.939, 1.616, 2.320], [6.008, 1.080, 1.568], [7.714, 1.881, 1.648], [5.837, -0.119, 0.846], [4.575, -0.702, 0.772], [1.399, -4.302, -0.863], [1.225, -5.663, -1.105], [-1.967, -6.013, 0.082], [-1.656, -3.578, 0.498], [-0.199, -1.418, -0.039], [2.745, -2.417, 0.331], [1.313, -0.110, 1.780], [2.839, 1.451, 2.791], [5.097, 2.516, 2.909], [6.674, -0.563, 0.313], [4.438, -1.587, 0.152], [2.311, -3.818, -1.182], [2.013, -6.228, -1.603]],
  "mulliken_charge": [-0.746, 0.631, -0.102, 0.409, 0.761, -0.884, -0.802, -1.104, 0.730, -0.683, -0.778, -0.310, -0.570, 0.294, -1.576, -0.678, 0.248, 0.432, 0.027, 0.352, 0.351, 0.283, 0.355, 0.418, 0.312, 0.419, 0.357, 0.568, 0.759, 0.273, 0.408, -0.121, 0.098, -0.616, -0.409, 0.097, -0.151, -0.927, -0.117, 1.089, -0.504, -0.526, 0.063, -0.092, -0.739, -0.410, -0.350, -0.778, 0.434, 0.527, 1.009, 0.445, 0.385, 0.386, 0.419, 0.428, 0.345, 0.449, 0.411],
  "charge": 1,
  "e_lumo_ev": -5.83,
  "homo_energy_ev": -10.120,
  "homo_lumo_gap_ev": 4.2932,
  "energy_ha": -6398.39333
}

=====

(2)
{
  "formula": "C29H26Cl3N3O6RuS2",
  "method": "ωB97M-V/def2-TZVPD",
  "elements": ["Ru", "O", "C", "O", "C", "C", "C", "C", "C", "O", "C", "C", "O", "O", "H", "H", "H", "H", "H", "H", "H", "H", "S", "C", "N", "C", "C", "C", "C", "H", "H", "H", "H", "H", "Cl", "C", "C", "C", "C", "C", "C", "N", "C", "C", "N", "C", "O", "C", "C", "C", "Cl", "S", "C", "C", "C", "Cl", "C", "H", "H", "H", "H", "H", "H", "H", "H", "H", "H", "H", "H", "H"],
  "coordinates": [[0.496, 1.011, 1.382], [1.697, 4.731, 0.431], [1.049, 3.905, 1.013], [0.717, 2.728, 0.451], [0.523, 4.132, 2.406], [-0.864, 3.523, 2.602], [-1.513, 4.096, 3.859], [-0.660, 3.422, 4.977], [0.283, 2.534, 4.161], [-0.553, 2.164, 3.022], [1.359, 3.385, 3.490], [2.444, 2.524, 2.893], [3.574, 2.920, 2.784], [2.059, 1.291, 2.532], [0.524, 5.208, 2.558], [-1.484, 3.511, 1.712], [-2.554, 3.786, 3.921], [-1.474, 5.183, 3.880], [-1.281, 2.818, 5.635], [-0.105, 4.137, 5.580], [0.646, 1.641, 4.658], [1.863, 4.067, 4.170], [1.430, -0.664, 0.022], [2.681, 0.373, -0.637], [2.469, 0.920, -1.849], [3.370, 1.683, -2.495], [4.586, 1.929, -1.920], [4.840, 1.408, -0.653], [3.891, 0.632, -0.013], [1.564, 0.754, -2.274], [3.070, 2.080, -3.454], [5.320, 2.526, -2.441], [5.782, 1.622, -0.165], [4.049, 0.241, 0.981], [2.738, -5.306, -1.788], [1.087, -4.858, -1.530], [0.662, -4.489, -0.267], [-0.635, -4.023, -0.109], [-1.522, -3.918, -1.175], [-2.890, -3.268, -1.079], [-3.331, -2.795, 0.320], [-2.769, -1.491, 0.691], [-3.355, -0.295, 0.331], [-2.513, 0.689, 0.723], [-1.415, 0.108, 1.325], [-1.611, -1.203, 1.296], [-3.048, -2.203, -2.003], [-1.946, -1.292, -2.146], [-1.252, -1.391, -3.468], [-1.866, -1.227, -4.671], [-3.523, -0.883, -4.929], [-0.792, -1.409, -5.991], [0.524, -1.692, -4.939], [0.141, -1.655, -3.635], [-1.099, -4.444, -2.399], [-2.207, -4.615, -3.716], [0.199, -4.887, -2.591], [1.337, -4.554, 0.576], [-0.955, -3.759, 0.888], [-3.626, -4.019, -1.375], [-3.111, -3.548, 1.074], [-4.407, -2.644, 0.291], [-4.310, -0.264, -0.166], [-2.612, 1.755, 0.619], [-0.941, -1.924, 1.727], [-1.209, -1.440, -1.354], [-2.364, -0.291, -2.041], [1.504, -1.890, -5.345], [0.816, -1.838, -2.806], [0.505, -5.258, -3.559]],
  "lowdin_spin": [0.856, 0.005, 0.003, 0.021, 0.000, 0.000, 0.000, 0.000, 0.000, -0.003, 0.000, 0.005, 0.005, 0.069, 0.000, 0.000, 0.000, 0.000, 0.000, 0.000, 0.000, 0.000, -0.003, 0.001, -0.001, 0.000, -0.001, 0.000, 0.000, 0.000, 0.000, 0.000, 0.000, 0.000, 0.000, 0.000, 0.000, 0.000, 0.000, 0.000, 0.000, 0.001, 0.001, 0.006, 0.029, 0.002, 0.000, 0.000, 0.000, 0.000, 0.000, 0.000, 0.000, 0.000, 0.000, 0.000, 0.000, 0.000, 0.000, 0.000, 0.000, 0.000, 0.000, 0.001, 0.001, 0.000, 0.000, 0.000, 0.000, 0.000],
  "s_squared": 0.7616,
  "charge": 1,
  "multiplicity": 2,
  "e_lumo_ev": [-3.80, -3.56],
  "homo_energy_ev": [-11.052, -11.052],
  "homo_lumo_gap_ev": [7.2548, 7.4934],
  "energy_ha": -4008.05478
}

=====

(3)
{
  "formula": "C29H26CoN7",
  "method": "ωB97M-V/def2-TZVPD",
  "elements": ["Co", "C", "C", "C", "C", "C", "N", "C", "C", "C", "C", "C", "C", "C", "N", "C", "C", "C", "N", "C", "C", "N", "C", "C", "C", "N", "H", "H", "H", "H", "H", "H", "H", "H", "H", "H", "H", "H", "H", "H", "H", "H", "H", "H", "N", "C", "C", "C", "C", "C", "C", "C", "C", "N", "C", "H", "H", "H", "H", "H", "H", "H", "H"],
  "coordinates": [[-0.041, -0.433, 0.253], [1.516, -1.670, -6.303], [0.878, -1.676, -4.942], [-0.511, -1.575, -4.794], [-1.095, -1.510, -3.551], [-0.336, -1.573, -2.369], [-0.905, -1.422, -1.116], [-2.106, -2.063, -0.852], [-2.388, -3.348, -1.351], [-3.544, -4.021, -1.027], [-4.488, -3.477, -0.150], [-5.710, -4.251, 0.256], [-4.230, -2.217, 0.352], [-3.085, -1.514, -0.014], [-2.951, -0.171, 0.448], [-3.942, 0.705, 0.690], [-3.371, 1.885, 1.116], [-2.001, 1.638, 1.091], [-1.754, 0.393, 0.687], [1.041, -1.727, -2.530], [1.638, -1.743, -3.791], [1.879, -1.924, -1.391], [3.036, -2.609, -1.362], [3.586, -2.468, -0.107], [2.678, -1.671, 0.583], [1.639, -1.350, -0.192], [0.871, -2.151, -7.037], [2.471, -2.195, -6.297], [1.699, -0.650, -6.647], [-1.138, -1.521, -5.675], [-2.169, -1.402, -3.460], [-1.662, -3.813, -2.005], [-3.709, -5.008, -1.442], [-6.063, -4.881, -0.560], [-6.524, -3.587, 0.545], [-5.498, -4.905, 1.105], [-4.930, -1.766, 1.045], [-4.971, 0.442, 0.517], [-3.875, 2.794, 1.388], [-1.189, 2.297, 1.348], [2.716, -1.808, -3.872], [3.377, -3.161, -2.220], [4.503, -2.894, 0.256], [2.713, -1.334, 1.604], [0.918, 1.516, -0.388], [1.413, 2.164, 0.797], [1.944, 3.422, 0.815], [2.393, 4.002, 2.022], [2.310, 3.312, 3.196], [1.754, 2.011, 3.216], [1.612, 1.248, 4.398], [1.033, 0.014, 4.342], [0.583, -0.469, 3.099], [0.713, 0.205, 1.979], [1.297, 1.441, 2.013], [0.420, 2.172, -0.981], [1.690, 1.144, -0.935], [2.025, 3.978, -0.111], [2.809, 5.000, 2.004], [2.658, 3.747, 4.123], [1.960, 1.657, 5.338], [0.904, -0.594, 5.226], [0.102, -1.437, 3.025]],
  "lowdin_spin": [0.958, 0.000, 0.002, 0.000, 0.001, -0.001, 0.001, 0.005, -0.001, 0.001, -0.002, 0.000, 0.001, 0.001, 0.000, -0.001, 0.000, -0.001, -0.006, 0.002, 0.000, 0.000, -0.001, 0.000, 0.000, -0.003, 0.000, 0.000, 0.000, 0.000, 0.000, 0.000, 0.000, 0.000, 0.000, 0.000, 0.000, 0.000, 0.000, 0.000, 0.000, 0.000, 0.000, 0.000, 0.038, 0.002, 0.001, 0.000, 0.000, 0.000, -0.001, 0.000, 0.002, 0.000, 0.000, 0.001, 0.000, 0.000, 0.000, 0.000, 0.000, 0.000, 0.002],
  "s_squared": 0.7631,
  "charge": 1,
  "e_above_lowest_kcal_mol": 3.3,
  "multiplicity": 2,
  "e_lumo_ev": [-3.18, -3.18],
  "homo_energy_ev": [-9.341, -9.344],
  "homo_lumo_gap_ev": [6.1580, 6.1628],
  "energy_ha": -2886.63681
}